No. 1
# C4H9NS

A molecular structure, C4H9NS at a distorted geometry (ωB97M-V/def2-TZVPD, the OMol25 dataset).

E_HOMO: -0.309 Ha
E: -610.58196 Eh
Maximum force: 6.6 eV Å⁻¹
E_LUMO: 0.71 eV
Energy relative to the best compared isomer or geometry (same formula, charge and spin): 4.6731 eV

Last column: natural (NBO) charge in e.
CARTESIAN COORDINATES (ANGSTROEM)
C1 1.4303 -0.3123 0.0599  -0.670
C2 -0.0607 -0.5332 0.4862  -0.110
C3 -1.0319 0.1478 -0.2915  -0.218
C4 -0.5707 0.3395 -1.7685  -0.510
H1 1.5182 0.8144 -0.1148  0.247
H2 2.2876 -0.5223 0.7640  0.236
H3 1.5760 -1.0458 -0.7539  0.211
H4 -0.3987 -1.4497 0.7046  0.212
H5 -1.1084 -0.4239 2.5062  0.346
H6 0.1528 0.7117 2.2520  0.350
H7 -2.0434 -0.0389 -0.1736  0.231
H8 -1.5003 1.0137 -2.5052  0.237
H9 0.0070 -0.3753 -2.4785  0.256
N1 -0.0940 -0.2103 2.0288  -0.845
S1 -0.1637 1.8846 -0.7155  0.027

=====

No. 2
# C4H9NS

A single C4H9NS molecule at a distorted geometry (ωB97M-V/def2-TZVPD, the OMol25 dataset).

E_HOMO: -0.308 Ha
E: -610.64920 Eh
Maximum force: 6.2 eV Å⁻¹
E_LUMO: 0.83 eV
Energy relative to the best compared isomer or geometry (same formula, charge and spin): 2.8433 eV

Last column: natural (NBO) charge in e.
CARTESIAN COORDINATES (ANGSTROEM)
C1 2.6211 0.7017 0.5891  -0.778
S1 1.6024 -0.4283 -0.4704  0.226
C2 -0.0288 0.0269 -0.2265  -0.420
C3 -0.9833 -0.7925 0.3850  -0.162
C4 -2.3655 -0.4066 0.3209  -0.280
N1 -2.4644 0.9779 -0.1022  -0.831
H1 3.6428 0.2007 0.8213  0.237
H2 2.9335 1.7398 0.0538  0.225
H3 2.1445 0.7816 1.6630  0.236
H4 -0.3344 1.0043 -0.6844  0.212
H5 -0.8422 -1.8686 0.7409  0.223
H6 -2.9798 -0.3531 1.2730  0.223
H7 -2.8702 -1.0254 -0.4800  0.192
H8 -2.0111 1.2737 -1.0442  0.353
H9 -3.5321 1.0780 -0.5135  0.345

=====

No. 3
# C4H9NS

A single C4H9NS molecule at a distorted geometry (ωB97M-V/def2-TZVPD, the OMol25 dataset).

E_HOMO: -0.318 Ha
E: -610.64389 Eh
Maximum force: 5.3 eV Å⁻¹
E_LUMO: -0.06 eV
Energy relative to the best compared isomer or geometry (same formula, charge and spin): 2.9877 eV

Last column: natural (NBO) charge in e.
CARTESIAN COORDINATES (ANGSTROEM)
C1 0.6966 1.8267 0.3499  -0.615
C2 -0.0114 0.7438 -0.5931  -0.243
N1 -0.1535 -0.5225 0.1776  -0.465
C3 0.7604 -1.6285 -0.2106  -0.414
C4 -1.8464 -0.8147 0.4443  -0.135
S1 -2.8665 0.3649 0.1859  0.074
H1 1.1010 2.6915 -0.1054  0.211
H2 -0.0222 2.1572 1.1611  0.203
H3 1.3642 1.1050 0.8407  0.212
H4 -0.9176 1.0637 -1.1624  0.215
H5 0.7986 0.5328 -1.2971  0.182
H6 1.1043 -1.8177 -1.3187  0.186
H7 1.6726 -1.4908 0.3915  0.198
H8 0.3145 -2.4965 0.1332  0.198
H9 -1.9945 -1.7149 1.0032  0.194

=====

No. 4
# C4H9NS

2 unconnected molecules or ions with the total composition C4H9NS at a distorted geometry (ωB97M-V/def2-TZVPD, the OMol25 dataset).

E_HOMO: -0.330 Ha
E: -610.66830 Eh
Maximum force: 2.5 eV Å⁻¹
E_LUMO: 0.67 eV
Energy relative to the best compared isomer or geometry (same formula, charge and spin): 2.3235 eV

Last column: natural (NBO) charge in e.
CARTESIAN COORDINATES (ANGSTROEM)
C1 -0.5483 0.5746 -0.4108  -0.440
C2 -1.4069 0.5534 0.6731  -0.042
N1 -2.7966 0.6995 0.4749  -0.427
C3 -3.2076 1.4950 -0.4244  -0.052
H1 -0.8703 0.4598 -1.4440  0.210
H2 0.5340 0.5302 -0.2231  0.195
H3 -1.1573 0.2629 1.7112  0.212
H4 -4.2953 1.4891 -0.6270  0.184
H5 -2.4589 2.1030 -1.0290  0.157
C4 2.7574 -0.9602 0.5151  -0.727
S1 2.0393 -1.9055 -0.8860  -0.054
H6 2.8343 0.0931 0.1648  0.222
H7 2.1893 -1.0006 1.4345  0.214
H8 3.7612 -1.3042 0.7077  0.224
H9 2.6257 -3.0900 -0.6369  0.124

=====

No. 5
# C4H9NS

2 unconnected molecules or ions with the total composition C4H9NS at a distorted geometry (ωB97M-V/def2-TZVPD, the OMol25 dataset).

E_HOMO: -0.310 Ha
E: -610.61409 Eh
Maximum force: 6.1 eV Å⁻¹
E_LUMO: 1.00 eV
Energy relative to the best compared isomer or geometry (same formula, charge and spin): 3.7986 eV

Last column: natural (NBO) charge in e.
CARTESIAN COORDINATES (ANGSTROEM)
C1 -2.5511 0.7714 -0.8929  0.090
N1 -1.5292 0.3729 -0.2698  -0.310
C2 -1.7386 1.8638 -0.3661  -0.336
H1 -3.2849 0.4511 -1.4555  0.194
H2 -0.9853 2.4912 -0.9100  0.194
H3 -2.0501 2.3526 0.6437  0.176
C3 1.5608 -0.0122 0.3824  -0.650
C4 1.6542 -1.5412 0.0866  -0.530
S1 0.2052 -2.3630 0.7325  -0.034
H4 0.5268 0.1120 -0.0809  0.252
H5 1.6279 0.1814 1.4871  0.210
H6 2.4246 0.3302 -0.1829  0.212
H7 2.6146 -2.0962 0.4956  0.203
H8 1.7740 -1.6304 -1.0371  0.206
H9 -0.2489 -1.2837 1.3674  0.123

=====

No. 6
# C4H9NS

A single C4H9NS molecule at a distorted geometry (ωB97M-V/def2-TZVPD, the OMol25 dataset).

E_HOMO: -0.310 Ha
E: -610.56558 Eh
Maximum force: 6.8 eV Å⁻¹
E_LUMO: -0.60 eV
Energy relative to the best compared isomer or geometry (same formula, charge and spin): 5.1186 eV

Last column: natural (NBO) charge in e.
CARTESIAN COORDINATES (ANGSTROEM)
C1 -1.0357 -1.3639 -0.4475  -0.397
N1 -0.0250 -0.0930 -0.2114  -0.510
C2 0.0034 0.8147 -1.4797  -0.437
C3 0.2634 0.6560 0.9386  -0.316
C4 1.2531 -0.2935 1.6596  -0.179
S1 1.4055 0.1302 3.3662  -0.052
H1 -1.0095 -1.5622 -1.6473  0.229
H2 -1.9938 -0.9063 -0.2713  0.185
H3 -0.8225 -1.9679 0.3571  0.205
H4 -0.6385 1.8986 -1.4620  0.176
H5 -0.4341 0.3004 -2.4803  0.208
H6 1.1228 1.1257 -1.5230  0.202
H7 1.0780 1.4450 0.6100  0.237
H8 -0.6167 1.0893 1.5079  0.219
H9 1.4495 -1.2732 1.0832  0.232

=====

No. 7
# C4H9NS

2 unconnected molecules or ions with the total composition C4H9NS at a distorted geometry (ωB97M-V/def2-TZVPD, the OMol25 dataset).

E_HOMO: -0.341 Ha
E: -610.57509 Eh
Maximum force: 4.9 eV Å⁻¹
E_LUMO: -0.99 eV
Energy relative to the best compared isomer or geometry (same formula, charge and spin): 4.8601 eV

Last column: natural (NBO) charge in e.
CARTESIAN COORDINATES (ANGSTROEM)
C1 -0.5811 -0.4818 1.4976  -0.421
C2 0.5442 0.5138 1.1518  -0.428
C3 -0.2907 -0.1086 0.0087  -0.237
C4 -1.4026 0.7810 -0.7391  -0.617
N1 1.8052 -2.0507 -1.4240  -0.688
S1 2.4768 -0.9807 -2.1371  0.746
H1 -0.2980 -1.4794 1.8592  0.211
H2 -1.5025 -0.1590 1.8089  0.199
H3 0.3982 1.5225 1.3989  0.204
H4 1.5782 0.1760 1.2083  0.209
H5 -2.3359 0.3693 -0.3500  0.214
H6 -1.2837 0.6680 -1.7781  0.212
H7 -1.0748 1.8150 -0.2852  0.213
H8 0.1918 -0.9362 -0.4114  0.231
H9 1.7750 0.3508 -1.8086  -0.048

=====

No. 8
# C4H9NS

2 unconnected molecules or ions with the total composition C4H9NS at a distorted geometry (ωB97M-V/def2-TZVPD, the OMol25 dataset).

E_HOMO: -0.325 Ha
E: -610.61103 Eh
Maximum force: 4.4 eV Å⁻¹
E_LUMO: 0.08 eV
Energy relative to the best compared isomer or geometry (same formula, charge and spin): 3.8819 eV

Last column: natural (NBO) charge in e.
CARTESIAN COORDINATES (ANGSTROEM)
C1 0.2296 0.2919 -0.7995  -0.172
C2 0.0391 -1.3641 1.1261  -0.672
C3 -1.5605 -1.4390 -0.9914  -0.632
C4 -0.6121 -0.7222 -0.0618  -0.229
N1 1.7975 2.9340 0.1868  -1.070
S1 -0.9416 1.0896 0.0351  0.305
H1 2.2589 3.8104 0.0850  0.353
H2 0.0028 -0.7615 2.1188  0.242
H3 1.1364 -1.6112 1.1447  0.242
H4 -0.4590 -2.2716 1.6108  0.234
H5 -1.8878 -0.8173 -1.9282  0.231
H6 -2.5101 -1.7428 -0.5542  0.224
H7 -1.1176 -2.3909 -1.3846  0.227
H8 2.4859 2.1763 -0.0393  0.363
H9 1.1384 2.8187 -0.5483  0.355

=====

No. 9
# C4H9NiO2

A molecular structure, C4H9NiO2 at a distorted geometry (ωB97M-V/def2-TZVPD, the OMol25 dataset).

E_HOMO (alpha / beta): -0.483 / -0.496 Ha
E: -1816.11558 Eh
Maximum force: 4.8 eV Å⁻¹
<S²>: 2.005
E_LUMO (alpha / beta): -6.13 / -6.13 eV
Multiplicity: 3
Net charge: +1

Last column: natural (NBO) charge in e.
CARTESIAN COORDINATES (ANGSTROEM)
C1 -0.0305 1.2721 1.1144  -0.656
C2 -0.8612 -0.1098 0.7918  0.112
O1 -1.4221 -0.6435 2.0436  -0.712
C3 0.1704 -1.1168 0.0076  -0.542
C4 0.2294 -0.8426 -1.6265  0.194
O2 1.2313 0.1752 -1.9779  -0.849
H1 -0.6984 2.2006 1.3647  0.248
H2 0.7616 1.0039 1.9442  0.231
H3 0.5967 1.5605 0.1422  0.187
H4 -1.7767 0.0684 0.0633  0.184
H5 -0.7415 -1.1315 2.5928  0.482
H6 1.2489 -1.0837 0.5174  0.233
H7 -0.2359 -2.2140 0.1577  0.264
H8 -0.8147 -0.3142 -1.8546  0.120
H9 2.1697 -0.1323 -1.8081  0.540
Ni1 0.1729 1.3077 -3.4726  0.964

=====

No. 10
# C4H9O

2 unconnected molecules or ions with the total composition C4H9O at a distorted geometry (ωB97M-V/def2-TZVPD, the OMol25 dataset).

E_HOMO: -0.071 Ha
E: -232.95804 Eh
Maximum force: 1.6 eV Å⁻¹
E_LUMO: 4.65 eV
Energy relative to the best compared isomer or geometry (same formula, charge and spin): 1.6575 eV
Net charge: -1

Last column: natural (NBO) charge in e.
CARTESIAN COORDINATES (ANGSTROEM)
C1 0.2778 -0.2999 -1.5334  0.159
O1 1.2564 -0.9550 -0.9177  -0.939
C2 -1.1582 -0.7526 -1.4202  -0.512
C3 -0.6885 0.5361 -0.6720  -0.301
C4 -0.6352 0.3228 0.8201  -0.635
H1 0.5873 0.0709 -2.5354  0.093
H2 2.8572 0.2686 3.3574  0.024
H3 -1.3356 -1.6340 -0.8134  0.194
H4 -1.7902 -0.4697 -2.2521  0.172
H5 3.4805 0.6878 3.4796  -0.025
H6 -1.1696 1.4066 -1.0714  0.168
H7 -1.5916 0.0913 1.2794  0.171
H8 -0.1954 1.1866 1.3430  0.173
H9 0.1050 -0.4596 0.9361  0.257

=====

What is the formula in the ninth record?
C4H9NiO2

=====

Which value of E does entry 4 give?
-610.66830 Eh

=====

Which of these has the highest maximum force?
number 6